Record 1
14
Properties=species:S:1:pos:R:3:mulliken_charge:R:1 method="wB97M-V/def2-TZVPD" relative_energy_kcal_mol=63.0 e_tot_ev=-7359.52246 gap_ev=10.022 charge=0 smiles="CC1=CCOC1" largest_force_ev_per_a=3.3 homo_energy_ev=-9.05 lumo_energy_ev=0.98
C 1.561 -1.169 -0.383 -1.284
C 0.386 -0.272 -0.018 0.496
C -0.662 -0.419 0.795 -0.275
C -1.677 0.611 0.835 -0.365
O -1.033 1.678 -0.334 -0.459
C 0.189 1.102 -0.766 -0.402
H 1.395 -1.604 -1.379 0.298
H 1.759 -2.006 0.301 0.333
H 2.490 -0.586 -0.455 0.317
H -1.227 -1.097 1.458 0.269
H -1.830 0.925 1.913 0.295
H -2.640 0.232 0.449 0.275
H 1.077 1.741 -0.562 0.261
H 0.211 0.864 -1.855 0.242

=====

Record 2
14
Properties=species:S:1:pos:R:3:mulliken_charge:R:1 method="wB97M-V/def2-TZVPD" relative_energy_kcal_mol=63.7 e_tot_ev=-7359.49298 gap_ev=9.610 charge=0 smiles="CC=C=COC" largest_force_ev_per_a=1.0 homo_energy_ev=-8.68 lumo_energy_ev=0.93
C -0.205 -1.546 1.759 -1.010
C -0.418 -0.181 1.289 0.156
C -1.057 0.111 0.200 -0.506
C -1.488 1.046 -0.586 -0.017
O -0.889 1.459 -1.713 -0.354
C 0.350 0.860 -2.036 -0.710
H 0.868 -1.732 1.731 0.265
H -0.610 -1.600 2.767 0.312
H -0.706 -2.252 1.099 0.303
H 0.006 0.641 1.859 0.342
H -2.455 1.468 -0.361 0.347
H 0.242 -0.226 -2.113 0.324
H 0.678 1.272 -2.993 0.233
H 1.114 1.071 -1.288 0.314